[1]
Below is a structure of composition C28H45ClHgN5O7, with properties calculated with wB97M-V/def2-TZVPD.

The geometry in ORCA input format:
```
! RIJCOSX wB97M-V def2-TZVPD def2/J DEFGRID3
* xyz -1 1
O -2.8089 1.5149 -2.4147
C -1.7630 2.2959 -2.3356
C -0.7488 2.0129 -3.4563
C 0.4095 1.2777 -3.2387
H 0.6816 0.9727 -2.2229
C 1.2516 0.9690 -4.3161
H 2.1472 0.3679 -4.1370
C 0.9456 1.4468 -5.5910
H 1.6157 1.2384 -6.4259
C -0.2273 2.1845 -5.8040
H -0.4939 2.5451 -6.7994
C -1.0782 2.4606 -4.7363
H -2.0199 3.0060 -4.8599
H -2.0894 3.3520 -2.4972
C -2.0657 2.6626 0.2703
C -1.0350 2.5461 -0.7874
H -2.4925 3.6811 0.3104
H -1.6377 2.4529 1.2586
H -2.8893 1.9681 0.0670
C 0.1415 3.1978 -0.7764
C 0.6312 4.0823 0.3295
H 0.7895 3.1655 -1.6476
H 0.1965 5.0923 0.2688
H 1.7154 4.1822 0.2442
H 0.4068 3.6845 1.3286
Hg 0.9335 0.6868 0.8103
Cl 2.7903 1.5886 -0.3032
C 3.2694 -0.1041 3.1061
O 2.0649 0.1999 3.1156
N 3.7843 -1.0909 3.8589
C 2.9208 -1.8664 4.7273
C 5.2129 -1.3654 3.8500
H 4.0180 0.4443 2.5045
H 1.9387 -1.9957 4.2551
H 2.7814 -1.3652 5.6965
H 3.3902 -2.8401 4.9020
H 5.6157 -1.0929 2.8656
H 5.3866 -2.4302 4.0473
H 5.7352 -0.7745 4.6186
H -2.4519 -2.0125 -5.3808
H -0.3730 -3.1707 -4.5933
C -1.9932 -1.1388 -4.8942
C -0.1461 -2.4197 -3.8276
N -1.3017 -1.5527 -3.6820
H -2.7623 -0.4061 -4.6250
C -1.6697 -1.1201 -2.4640
O -1.0064 -1.3153 -1.4321
H 0.0820 -2.9040 -2.8737
H -2.6194 -0.5546 -2.4520
H -1.2876 -0.6793 -5.6006
H 0.7297 -1.8421 -4.1612
H -3.9014 -0.8907 3.8430
H -4.4122 -2.2308 2.2533
C -3.1952 -0.2284 3.3372
C -3.8611 -1.7412 1.4440
N -2.9053 -0.8130 2.0383
H -2.2692 -0.1377 3.9159
C -1.8102 -0.4718 1.3844
O -0.9472 0.3203 1.8913
H -3.3058 -2.4755 0.8475
H -1.7520 -0.7996 0.3421
H -3.6589 0.7637 3.2296
H -4.5739 -1.2087 0.7930
C 2.7938 -4.8498 2.3071
C 3.7460 -4.3573 1.2234
C 3.1125 -3.4942 0.0981
C 4.1236 -3.3146 -1.0684
C 5.4833 -2.8009 -0.6341
C 1.8429 -4.1537 -0.4509
O 1.8085 -4.8899 -1.4277
N 0.7036 -3.8728 0.2954
C 0.4261 -2.6137 0.8343
O -0.6786 -2.4291 1.3682
N 1.4162 -1.6915 0.7006
C 2.7026 -2.1007 0.6649
O 3.6157 -1.3497 1.0729
H 3.2843 -4.8015 3.2885
H 2.5177 -5.8981 2.1273
H 1.8704 -4.2571 2.3449
H 4.5599 -3.7690 1.6753
H 4.2205 -5.2204 0.7270
H 4.2302 -4.2873 -1.5733
H 3.6794 -2.6206 -1.8001
H 6.0396 -3.5653 -0.0795
H 6.0674 -2.5179 -1.5144
H 5.3358 -1.9213 0.0022
H -0.1148 -4.4494 0.1452
*
```

The calculation puts the max |F| at 3.150 eV/Å. Its orbital gap is 6.1 eV. As for the LUMO energy: 2.47 eV.

[2]
Below is a structure of composition C28H46BrNOP2Pd, with properties calculated with wB97M-V/def2-TZVPD.

The geometry in ORCA input format:
```
! RIJCOSX wB97M-V def2-TZVPD def2/J DEFGRID3
* xyz 2 3
N -7.0420 5.2770 -6.3895
C -6.7811 5.8433 -5.2135
C -5.9231 5.2449 -4.2854
C -5.2205 4.0596 -4.6246
C -5.5172 3.4979 -5.8868
C -6.4112 4.1616 -6.7487
C -4.2853 3.4455 -3.6817
Pd 0.5345 -0.2804 -0.6749
P 5.3474 -0.9222 -1.0562
C -3.2800 2.5783 -4.0182
C -2.2148 2.2237 -3.1257
C -1.0234 1.7177 -3.7022
C 0.0534 1.3746 -2.9027
C -0.0013 1.6046 -1.4530
C -1.2367 2.1697 -0.9050
C -2.2860 2.4871 -1.7239
Br 1.3414 2.5363 -0.4055
H -4.3909 3.8153 -2.6593
H -3.1567 2.2620 -5.0603
H -5.8172 5.7282 -3.3214
H -5.0901 2.5396 -6.1818
H -7.2958 6.7818 -4.9920
H -6.6372 3.7497 -7.7383
H -0.9915 1.6407 -4.7950
H -3.2000 2.9574 -1.3398
H 0.9719 0.9195 -3.2506
H -1.1769 2.3027 0.1741
P -0.4036 -2.1849 -1.1157
C 4.8505 0.8101 -0.7597
C 5.9311 1.8239 -1.1700
H 4.6397 0.8842 0.3185
H 3.8996 0.9463 -1.2943
H 5.6539 2.8166 -0.7991
H 6.9139 1.5759 -0.7463
H 6.0493 1.9022 -2.2585
C 4.5689 -1.3461 -2.6780
C 5.4442 -2.3956 -3.3862
H 4.5148 -0.4159 -3.2680
H 3.5468 -1.7198 -2.4962
H 5.1611 -2.4881 -4.4410
H 6.5072 -2.1170 -3.3461
H 5.3348 -3.3866 -2.9250
C 4.3934 -1.8771 0.1974
C 5.2088 -2.0443 1.4805
H 4.2593 -2.8568 -0.2741
H 3.4057 -1.4204 0.3542
H 4.7472 -2.7979 2.1188
H 6.2193 -2.3912 1.2411
H 5.3015 -1.1310 2.0728
C -0.3308 -3.5321 0.1414
C -1.4736 -4.5561 0.1805
H -0.2511 -3.0705 1.1365
H 0.6343 -4.0301 -0.0333
H -2.3756 -4.1260 0.6319
H -1.7426 -4.9412 -0.8094
H -1.2021 -5.4241 0.7985
C 0.6471 -2.7365 -2.5272
C 0.0254 -2.6053 -3.9177
H 0.9434 -3.7703 -2.3058
H 1.5641 -2.1238 -2.5001
H -0.8165 -3.2912 -4.0697
H -0.3249 -1.5846 -4.1118
H 0.7753 -2.8323 -4.6880
C -2.1560 -2.1021 -1.6993
C -3.1115 -1.4725 -0.6811
H -2.4608 -3.1340 -1.9398
H -2.2004 -1.5479 -2.6506
H -3.9329 -0.9458 -1.1905
H -3.5673 -2.2357 -0.0327
H -2.5972 -0.7366 -0.0463
C 0.4645 1.2286 3.6112
C -0.5007 0.2332 2.9935
C -0.6730 -1.0462 3.7936
O -1.0818 0.4098 1.9204
H 0.2666 1.3425 4.6869
H 0.4420 2.2098 3.1235
H 1.4786 0.8230 3.4996
H -1.5747 -1.5591 3.4377
H 0.2120 -1.6721 3.6044
H -0.7522 -0.8778 4.8774
*
```

The calculation puts the max |F| at 3.383 eV/Å. Its orbital gap (alpha / beta) is 6.6 / 3.4 eV. Its energy above the lowest of the compared OMol25 structures with the same formula, charge and spin is 0.035 eV. As for the LUMO energy (alpha / beta): -5.87 / -9.30 eV.

[3]
Below is a structure of composition C28H46F6GaOP2, with properties calculated with wB97M-V/def2-TZVPD.

The geometry in ORCA input format:
```
! RIJCOSX wB97M-V def2-TZVPD def2/J DEFGRID3
* xyz 1 1
Ga 2.4501 0.6209 0.8720
C -0.0053 -4.3321 -0.2965
C -1.0881 -3.8181 -1.0530
C 0.8490 -3.2866 -2.1761
C 1.1843 -4.0375 -1.0180
C -0.5652 -3.1651 -2.1929
C -0.0682 -5.1032 0.9496
H -1.1056 -5.1904 1.3053
H 0.5229 -4.6164 1.7439
H 0.3472 -6.1195 0.8132
C 2.5215 -4.5088 -0.6345
H 2.9125 -3.9262 0.2012
H 3.2286 -4.4176 -1.4503
H 2.4893 -5.5522 -0.2971
C 1.8129 -2.7596 -3.1614
H 2.4213 -3.5674 -3.6071
H 2.5180 -2.0362 -2.7105
H 1.2830 -2.2471 -3.9756
C -1.3703 -2.5409 -3.2590
H -1.9651 -3.2892 -3.8077
H -0.7473 -2.0140 -3.9867
H -2.0772 -1.8166 -2.8239
C -2.5229 -3.9079 -0.7162
H -3.1018 -4.3401 -1.5478
H -2.9430 -2.9074 -0.5202
H -2.6803 -4.5248 0.1738
C -1.2292 -0.6870 1.9815
C -2.1521 -1.6548 1.9684
C -3.5908 -1.4836 1.6020
C -3.9566 -0.4332 0.5252
C -3.2315 -0.5211 -0.7816
C -2.0525 0.0198 -1.1163
C -0.9370 0.5193 -0.2330
C -1.2671 0.6267 1.2779
H -4.1445 -1.1797 2.5149
H -3.9269 0.5775 0.9668
H -3.9738 -2.4668 1.2859
H -2.1932 1.1756 1.4690
H -0.2745 -0.8500 2.5090
H -1.9081 -2.5799 2.5033
H -0.4565 1.2184 1.7248
H -0.0787 -0.1753 -0.3109
H -1.8153 0.1601 -2.1857
H -0.5517 1.4826 -0.6232
H -5.0226 -0.6241 0.2977
H -3.8261 -1.0105 -1.5804
P -0.1532 4.3017 0.2073
P 0.2494 5.2183 -2.5682
C -0.4424 6.1745 -0.0566
C 0.0973 6.6750 -1.3808
H 0.0082 6.7163 0.7844
H -1.5323 6.3221 -0.0187
H -0.5844 7.4078 -1.8329
H 1.0942 7.1306 -1.2849
C 0.8070 6.2678 -3.9698
H 0.7332 5.6703 -4.8826
H 1.8527 6.5541 -3.8174
H 0.1881 7.1697 -4.0629
C -1.5231 5.2724 -3.0735
H -1.8658 6.3144 -3.1554
H -2.1737 4.7219 -2.3865
H -1.5867 4.7939 -4.0582
C 1.0489 4.4639 1.5906
H 1.2443 3.4791 2.0391
H 0.6386 5.1641 2.3310
H 1.9887 4.8607 1.1790
C -1.7709 4.1599 1.0907
H -2.5594 4.5690 0.4419
H -1.7551 4.7276 2.0311
H -2.0126 3.1124 1.2971
C 4.4722 -1.0334 3.4431
C 3.4693 -1.8308 2.6314
O 3.0065 -1.2584 1.4352
C 4.1290 -3.2292 2.3571
F 4.8867 -3.6984 3.3998
F 3.2250 -4.2268 2.1232
F 4.9556 -3.1763 1.2735
C 2.2901 -2.1713 3.5878
F 2.6822 -2.9735 4.6276
F 1.7906 -1.0296 4.1380
F 1.2403 -2.7893 2.9801
H 5.4552 -1.0090 2.9419
H 4.5712 -1.5317 4.4172
H 4.1232 0.0002 3.5804
*
```

The calculation puts the max |F| at 6.208 eV/Å. Its orbital gap is 3.5 eV. Its energy above the lowest of the compared OMol25 structures with the same formula, charge and spin is 0.694 eV. As for the LUMO energy: -6.22 eV.

[4]
Below is a structure of composition C28H46GaN4O2S2, with properties calculated with wB97M-V/def2-TZVPD.

The geometry in ORCA input format:
```
! RIJCOSX wB97M-V def2-TZVPD def2/J DEFGRID3
* xyz -1 1
C 6.0108 -5.1088 0.7858
C 6.6882 -4.1177 0.6070
Ga 7.6987 -2.3753 0.3512
C 6.8164 -0.9080 1.4728
C 6.2508 0.2460 0.6344
C 4.9805 -0.0490 -0.1916
S 4.0886 -1.5982 0.2123
C 2.5929 -0.8583 0.8605
S 2.5555 -0.2496 2.3567
N 1.4962 -0.8696 -0.0747
C 0.9634 0.4287 -0.4191
C 0.2201 1.2265 0.4380
C -0.2610 2.4491 0.0007
C -0.0179 2.8898 -1.2882
C 0.7273 2.0996 -2.1452
C 1.2100 0.8767 -1.7065
C 0.4946 -1.8839 0.1546
C 0.2322 -2.7527 -0.8893
C -0.7348 -3.7373 -0.7686
C -1.4470 -3.8783 0.4092
C -1.1878 -3.0040 1.4485
C -0.2216 -2.0201 1.3345
C 7.7040 -1.9430 -1.6370
N 7.8103 -3.1862 -2.4448
C 7.2534 -3.0366 -3.7941
H 5.4060 -5.9481 1.0332
H 9.2033 -2.6088 0.8924
H 6.0655 -1.2841 2.1682
H 7.6210 -0.4860 2.0829
H 6.0377 1.1098 1.2740
H 7.0186 0.5602 -0.0776
H 4.2578 0.7548 -0.0534
H 5.1915 -0.0898 -1.2571
H 0.0181 0.9012 1.4481
H -0.8316 3.0531 0.6947
H -0.4244 3.8395 -1.6055
H 0.9442 2.4083 -3.1589
H 1.7975 0.2545 -2.3688
H 0.8021 -2.6574 -1.8033
H -0.9078 -4.3931 -1.6114
H -2.1916 -4.6577 0.5031
H -1.7186 -3.0513 2.3922
H -0.0367 -1.3522 2.1642
H 6.7752 -1.4117 -1.9081
H 8.5332 -1.2816 -1.9016
H 7.2291 -3.8613 -1.9596
H 6.1993 -3.3316 -3.8465
H 7.8019 -3.6567 -4.5114
H 7.3472 -2.0026 -4.1260
C -6.0389 -3.9560 4.5557
C -4.9500 -3.3698 3.6624
C -5.3506 -2.0662 2.9603
O -6.2466 -2.2276 1.8773
C -7.6114 -2.3266 2.2252
N -4.4952 -4.3966 2.7222
H -6.8099 -4.4582 3.9708
H -5.6095 -4.6991 5.2271
H -6.5160 -3.1830 5.1617
H -4.0994 -3.1196 4.3048
H -4.4511 -1.6228 2.5261
H -5.7603 -1.3444 3.6805
H -7.8504 -1.6904 3.0838
H -7.9040 -3.3552 2.4512
H -8.1914 -1.9878 1.3670
H -3.6886 -4.0440 2.2159
H -5.2145 -4.5022 2.0112
C -3.9245 5.7177 -0.6739
C -2.7785 6.3328 -1.4711
C -3.1296 7.6638 -2.1471
O -3.9468 7.5505 -3.2957
C -5.3334 7.4355 -3.0477
N -2.2694 5.3341 -2.4141
H -4.6565 5.2409 -1.3260
H -3.5414 4.9471 -0.0056
H -4.4383 6.4691 -0.0707
H -1.9707 6.5544 -0.7659
H -2.2019 8.1223 -2.4989
H -3.5869 8.3570 -1.4278
H -5.6326 8.0331 -2.1807
H -5.6362 6.3979 -2.8879
H -5.8536 7.8114 -3.9283
H -1.4305 5.6920 -2.8631
H -2.9438 5.2430 -3.1695
*
```

The calculation puts the max |F| at 0.716 eV/Å. Its orbital gap is 6.6 eV. As for the LUMO energy: 1.81 eV.

[5]
Below is a structure of composition C28H46N7O5SSr, with properties calculated with wB97M-V/def2-TZVPD.

The geometry in ORCA input format:
```
! RIJCOSX wB97M-V def2-TZVPD def2/J DEFGRID3
* xyz -1 1
Sr 0.7758 0.8886 1.4526
C 1.7300 3.1844 -2.4241
C 1.2224 1.9302 -1.6850
C 0.5186 1.0358 -2.7410
C 0.7695 -0.4884 -2.8566
C 2.2223 -0.8801 -2.5747
C 0.4723 -0.8366 -4.3231
N -0.1120 -1.2403 -1.9251
C -1.1980 -2.0322 -2.4838
C -1.6630 -3.1441 -1.5344
N -1.8413 -2.7399 -0.1424
C -1.2429 -3.7400 0.7513
C 0.2216 -4.1192 0.5560
O 0.6103 -5.1895 0.9524
O 1.0590 -3.2592 -0.0091
C -3.2625 -2.5050 0.1819
C -3.6240 -2.7168 1.6500
C -3.8523 -1.1986 -0.4072
C -3.6402 0.2783 0.0467
C -3.8513 0.5136 1.5423
C -4.7421 1.0340 -0.7316
N -2.3111 0.7903 -0.3610
C -2.0399 2.1833 0.0451
C -0.9126 2.8252 -0.7617
N 0.4005 2.2316 -0.4893
C 1.1382 3.1031 0.4359
C 0.2665 3.4709 1.6556
O -0.2137 4.6072 1.6725
O 0.1041 2.5615 2.5186
H 2.2869 2.8860 -3.3121
H 2.4037 3.7791 -1.8092
H 0.8986 3.8226 -2.7377
H 2.0993 1.4149 -1.2989
H 0.7909 1.4573 -3.7097
H -0.5653 1.1481 -2.6666
H 2.9111 -0.2786 -3.1760
H 2.3696 -1.9329 -2.8233
H 2.4606 -0.7600 -1.5201
H 1.1580 -0.2805 -4.9625
H -0.5481 -0.5678 -4.6072
H 0.6272 -1.8967 -4.5218
H 0.6282 -2.5540 -0.5547
H -0.5107 -0.6231 -1.2209
H -0.8653 -2.5432 -3.3852
H -2.0482 -1.3981 -2.7735
H -0.9177 -3.9405 -1.5681
H -2.5916 -3.5600 -1.9537
H -1.7910 -4.6926 0.7307
H -1.2653 -3.3505 1.7701
H -3.8418 -3.2744 -0.3663
H -2.9946 -2.1476 2.3240
H -3.5372 -3.7695 1.9160
H -4.6646 -2.4261 1.7981
H -4.9336 -1.3544 -0.3299
H -3.6181 -1.2102 -1.4759
H -4.7217 -0.0381 1.8935
H -4.0239 1.5724 1.7399
H -2.9774 0.1998 2.1118
H -5.7312 0.7746 -0.3506
H -4.7076 0.7793 -1.7948
H -4.6253 2.1142 -0.6379
H -2.3050 0.7873 -1.3792
H -1.7925 2.2206 1.1051
H -2.9176 2.8280 -0.0997
H -0.9056 3.8861 -0.4992
H -1.1662 2.7691 -1.8225
H 1.4266 4.0483 -0.0213
H 2.0401 2.5970 0.7727
N 0.1791 -0.9361 5.9701
C 0.5853 -0.5704 4.7043
S -0.6622 -0.6252 3.4945
N 1.8351 -0.2686 4.5789
N 2.3063 0.0498 3.3296
C 3.5765 0.2466 3.3271
C 4.4093 0.5806 2.1938
C 5.7666 0.8281 2.4366
C 6.6508 1.1455 1.4269
C 6.1729 1.2318 0.1192
C 4.8467 0.9869 -0.1566
C 3.9128 0.6408 0.8556
O 2.6794 0.4020 0.5628
H -0.8135 -0.8902 6.1128
H 0.7706 -0.6212 6.7227
H 4.0880 0.1464 4.2886
H 6.1249 0.7621 3.4588
H 7.6975 1.3189 1.6426
H 6.8534 1.4875 -0.6857
H 4.4827 1.0513 -1.1766
*
```

The calculation puts the max |F| at 6.159 eV/Å. Its orbital gap is 6.4 eV. As for the LUMO energy: 2.15 eV.